Entry 1:
{
  "formula": "C36H37NOP2Zn",
  "method": "ωB97M-V/def2-TZVPD",
  "e_tot_ev": -108457.82934,
  "lumo_ev": 0.3,
  "e_above_lowest_ev": 0.652,
  "gap_ha": 0.1826,
  "e_homo_ev": -4.63,
  "multiplicity": 1,
  "symbols": ["Zn", "C", "C", "C", "C", "C", "C", "C", "C", "C", "H", "H", "H", "H", "H", "H", "H", "H", "H", "H", "H", "H", "H", "H", "H", "P", "P", "C", "C", "C", "C", "C", "C", "C", "C", "C", "C", "C", "C", "C", "C", "C", "C", "C", "C", "C", "C", "C", "C", "C", "C", "C", "C", "H", "H", "H", "H", "H", "H", "H", "H", "H", "H", "H", "H", "H", "H", "H", "H", "H", "H", "H", "H", "H", "H", "O", "C", "N"],
  "positions_angstrom": [[-0.70042, 0.56598, -2.14718], [-2.23564, 0.96093, -3.39090], [-2.09724, -0.42238, -3.24063], [-1.29713, -1.27027, -4.21039], [0.15836, -0.76804, -4.47028], [0.80807, 0.03938, -3.35293], [0.70684, 1.43285, -3.24041], [-0.12185, 2.26268, -4.20733], [-1.56981, 1.75391, -4.51086], [1.84876, 0.08391, 3.49962], [-3.08232, 1.48053, -2.92464], [-2.79683, -0.98699, -2.61160], [-1.80886, -1.39959, -5.17865], [-1.23037, -2.27984, -3.78017], [0.76963, -1.67518, -4.60662], [0.17546, -0.23354, -5.43287], [1.57736, -0.50619, -2.79352], [1.45118, 1.98372, -2.65266], [0.40140, 2.39334, -5.16813], [-0.19006, 3.27118, -3.76283], [-2.18744, 2.65452, -4.66702], [-1.56480, 1.20619, -5.46730], [1.22795, 0.97496, 3.65337], [2.74026, 0.15550, 4.14391], [1.26289, -0.79533, 3.79855], [-1.65792, -0.63089, 1.76374], [2.32158, -0.06101, 1.78752], [-0.24017, -0.66685, 0.70340], [1.10367, -0.87681, 0.79255], [-2.54354, -2.17679, 1.76663], [-2.70678, -2.96259, 0.59762], [-3.48637, -4.11856, 0.65279], [-4.06549, -4.52488, 1.86222], [-3.84663, -3.78503, 3.02790], [-3.07420, -2.62202, 2.98367], [-2.78221, 0.68843, 1.18523], [-2.32902, 2.02104, 1.07015], [-3.15735, 2.99873, 0.48766], [-4.49398, 2.70452, 0.21262], [-4.97887, 1.41508, 0.46809], [-4.13263, 0.39782, 0.89781], [3.81971, -1.09272, 1.69190], [3.67473, -2.48676, 1.84043], [4.79253, -3.32734, 1.82269], [6.07160, -2.78928, 1.63904], [6.21874, -1.41524, 1.43234], [5.10718, -0.56567, 1.47413], [2.71908, 1.56655, 1.11684], [2.31143, 2.75509, 1.75417], [2.56550, 3.97834, 1.13773], [3.23051, 4.03230, -0.09143], [3.59980, 2.85148, -0.73954], [3.35501, 1.62028, -0.13540], [-0.62144, -0.50395, -0.35411], [1.62815, -1.38463, -0.03086], [-2.21919, -2.67798, -0.33844], [-3.62776, -4.71908, -0.24951], [-4.65326, -5.44148, 1.90044], [-4.26040, -4.10898, 3.98271], [-2.87154, -2.06017, 3.89586], [-1.31964, 2.30885, 1.41001], [-2.76848, 3.99674, 0.27713], [-5.16675, 3.47282, -0.18006], [-6.03644, 1.18703, 0.30162], [-4.50749, -0.61669, 1.05550], [2.67708, -2.91514, 1.96939], [4.67022, -4.40226, 1.95819], [6.94543, -3.44322, 1.66079], [7.21398, -1.00325, 1.24462], [5.25558, 0.50655, 1.32570], [1.81279, 2.73296, 2.72744], [2.22918, 4.89346, 1.61906], [3.43130, 4.99556, -0.55344], [4.08079, 2.86862, -1.71687], [3.67218, 0.69545, -0.62942], [-2.22323, 1.47771, 4.73577], [-1.71796, 0.62214, 4.09959], [-1.26437, -0.29047, 3.40781]],
  "atomic_forces_ev_per_a": [[-0.41, -0.05, 2.12], [-0.80, 2.09, 0.28], [0.43, -1.76, 0.36], [0.58, -0.30, -0.17], [-0.33, -0.66, -0.55], [0.40, -2.10, 0.09], [-0.05, 1.60, 0.29], [-0.21, 0.51, -0.31], [0.37, 0.56, -0.24], [0.07, 0.36, 1.02], [0.18, -0.46, -0.20], [-0.08, 0.42, -0.36], [-0.09, 0.05, -0.03], [0.00, 0.26, -0.06], [-0.08, 0.32, -0.17], [0.19, -0.01, 0.26], [-0.01, 0.48, -0.29], [-0.13, -0.27, -0.38], [0.09, 0.02, -0.07], [-0.08, -0.40, -0.20], [0.19, -0.33, -0.15], [-0.14, 0.03, 0.31], [0.10, -0.24, 0.01], [-0.28, 0.08, -0.24], [0.27, 0.24, -0.26], [3.05, 0.85, -2.81], [-1.50, -1.56, -2.53], [-4.85, 2.09, 0.13], [4.68, -1.20, 1.82], [-0.76, -0.80, 0.96], [-0.06, 0.32, 0.41], [0.11, 0.13, 0.18], [0.20, 0.22, 0.10], [0.14, -0.07, -0.11], [-0.36, -0.39, -0.31], [-0.58, 0.03, 0.21], [0.12, -0.04, -0.39], [-0.03, -0.31, 0.43], [0.16, -0.39, 0.12], [-0.31, 0.01, -0.26], [0.48, 0.23, 0.24], [0.44, -0.18, -0.14], [0.09, 0.04, 0.06], [0.14, 0.38, -0.01], [-0.36, 0.08, -0.03], [-0.07, -0.02, 0.11], [-0.03, -0.26, 0.09], [0.53, 0.58, 0.80], [0.21, -0.22, -0.43], [0.04, 0.00, -0.26], [-0.32, -0.06, 0.17], [0.00, -0.29, 0.21], [-0.10, 0.29, 0.05], [-0.33, 0.22, 0.35], [-0.20, -0.09, 0.37], [-0.14, 0.08, 0.34], [0.06, 0.22, 0.31], [0.09, 0.25, -0.01], [0.06, -0.01, -0.28], [-0.20, -0.17, -0.25], [-0.49, -0.36, -0.45], [-0.07, -0.31, 0.22], [0.29, -0.29, 0.12], [0.40, 0.11, -0.01], [0.06, 0.35, -0.15], [0.31, 0.25, -0.04], [-0.01, 0.29, -0.03], [-0.25, 0.22, -0.10], [-0.36, -0.08, 0.11], [-0.12, -0.35, 0.09], [0.23, 0.01, -0.39], [0.15, -0.09, -0.09], [-0.05, -0.16, 0.06], [-0.06, 0.12, 0.24], [-0.24, 0.33, 0.15], [1.33, -1.46, -0.81], [-1.05, 0.09, -0.49], [-0.69, 0.93, 0.86]]
}

Entry 2:
{
  "formula": "C36H37NOsP2S",
  "method": "ωB97M-V/def2-TZVPD",
  "e_tot_ev": -71279.03731,
  "lumo_ev": [-6.0, -10.2],
  "s2": 6.03,
  "e_above_lowest_ev": 1.645,
  "gap_ha": [0.2482, 0.1217],
  "charge": 2,
  "e_homo_ev": [-12.71, -13.54],
  "multiplicity": 5,
  "symbols": ["Os", "C", "C", "C", "C", "C", "C", "C", "C", "C", "H", "H", "H", "H", "H", "H", "H", "H", "H", "H", "H", "H", "H", "H", "H", "P", "P", "C", "C", "C", "C", "C", "C", "C", "C", "C", "C", "C", "C", "C", "C", "C", "C", "C", "C", "C", "C", "C", "C", "C", "C", "C", "C", "H", "H", "H", "H", "H", "H", "H", "H", "H", "H", "H", "H", "H", "H", "H", "H", "H", "H", "H", "H", "H", "H", "S", "C", "N"],
  "positions_angstrom": [[-1.19117, 1.90309, 1.90102], [3.31128, -3.37545, -1.55696], [3.43680, -2.11497, -2.05580], [3.09821, -1.59597, -3.41608], [2.12410, -2.44159, -4.27610], [0.78845, -2.63842, -3.62058], [0.42354, -3.58506, -2.72098], [1.22420, -4.70575, -2.14111], [2.76923, -4.59716, -2.23699], [-3.22583, 2.38832, 2.64985], [3.63582, -3.52999, -0.52609], [3.88216, -1.37565, -1.39236], [4.02247, -1.42766, -3.99698], [2.65521, -0.59619, -3.27537], [1.96017, -1.88059, -5.21363], [2.60108, -3.38669, -4.55947], [0.02339, -1.91519, -3.91512], [-0.61300, -3.56700, -2.38649], [0.91505, -5.66590, -2.59049], [0.95178, -4.78112, -1.07589], [3.18369, -5.48114, -1.71950], [3.08418, -4.67326, -3.28386], [-3.51352, 1.90532, 3.66020], [-3.94251, 2.10835, 1.89460], [-3.50430, 3.50862, 2.59552], [0.79745, 1.46060, 1.28740], [-1.89994, 0.78834, 0.28464], [0.72838, 0.55282, -0.29239], [-0.50817, 0.25849, -0.76823], [2.01975, 2.78998, 0.88933], [2.97242, 2.67284, -0.13456], [3.82727, 3.73761, -0.43229], [3.74547, 4.93207, 0.30667], [2.80542, 5.04856, 1.33793], [1.94578, 3.98280, 1.63736], [1.80717, 0.31275, 2.34035], [1.14355, -0.75856, 2.96315], [1.84112, -1.58023, 3.85787], [3.19759, -1.35283, 4.11826], [3.86164, -0.29124, 3.48154], [3.17388, 0.53358, 2.58818], [-3.08761, 1.49360, -0.98329], [-2.91908, 2.82911, -1.38291], [-3.85002, 3.42695, -2.24270], [-4.94409, 2.68910, -2.71857], [-5.10841, 1.35240, -2.32812], [-4.18093, 0.75161, -1.46952], [-2.69638, -0.87608, 0.60462], [-3.51550, -0.97567, 1.74062], [-4.06363, -2.21158, 2.10012], [-3.81541, -3.34544, 1.32089], [-3.00828, -3.24315, 0.17023], [-2.45931, -2.01103, -0.18609], [1.63748, 0.24596, -0.80467], [-0.66072, -0.28425, -1.69857], [3.05054, 1.74436, -0.70662], [4.55966, 3.64423, -1.23216], [4.41112, 5.75898, 0.07860], [2.73949, 5.96671, 1.91666], [1.20910, 4.05442, 2.43187], [0.08299, -0.91518, 2.77465], [1.31949, -2.39791, 4.34916], [3.73627, -1.99192, 4.81091], [4.91118, -0.10430, 3.68410], [3.68688, 1.35646, 2.09933], [-2.07820, 3.40636, -0.99456], [-3.72267, 4.46311, -2.53978], [-5.66500, 3.15001, -3.38592], [-5.95353, 0.77531, -2.68416], [-4.31063, -0.28027, -1.16212], [-3.69888, -0.08845, 2.33393], [-4.68972, -2.27996, 2.98627], [-4.24517, -4.30287, 1.59848], [-2.81924, -4.12441, -0.43896], [-1.84087, -1.93574, -1.08443], [-3.18745, 5.12882, 5.20223], [-2.50286, 4.10758, 4.19130], [-1.87991, 3.45659, 3.44265]],
  "atomic_forces_ev_per_a": [[-4.69, 4.91, 6.48], [-0.80, -2.98, 0.54], [0.24, 2.58, -1.73], [-0.69, -0.70, 0.10], [0.36, 0.31, -0.23], [-0.57, -0.73, 1.01], [0.22, 1.08, -1.01], [-0.35, -0.14, 0.38], [0.85, -0.18, 0.42], [-3.06, 0.13, 0.27], [-0.07, 0.12, -0.13], [0.06, -0.09, 0.01], [0.12, 0.12, 0.40], [0.27, -0.05, 0.02], [0.18, -0.30, 0.38], [-0.20, 0.28, -0.06], [0.14, -0.23, 0.10], [0.13, -0.03, -0.07], [0.21, 0.33, 0.10], [0.17, -0.06, -0.26], [-0.18, 0.42, -0.16], [-0.08, 0.22, 0.21], [0.33, 0.81, -1.82], [-0.41, -0.96, -0.86], [-0.57, -2.15, -0.24], [5.70, -1.39, -2.18], [-1.52, -3.86, -5.08], [-1.48, -0.51, -0.70], [1.70, 0.30, 0.49], [-0.40, 0.55, 0.30], [-0.04, 0.13, -0.01], [-0.21, 0.21, 0.46], [-0.38, -0.59, 0.05], [0.02, -0.32, -0.04], [0.38, -0.29, -0.71], [-0.25, 0.03, 0.22], [0.57, 0.26, 0.25], [0.05, 0.12, -0.27], [-0.20, 0.44, -0.43], [-0.45, -0.31, -0.07], [-0.34, -0.20, 0.18], [0.05, 0.35, 0.58], [-0.43, -0.12, -0.02], [0.03, -0.47, 0.04], [0.42, -0.28, 0.41], [0.55, 0.30, 0.09], [0.16, 0.45, 0.09], [0.17, 0.49, 0.70], [0.33, -0.54, -0.38], [0.04, 0.03, -0.26], [0.36, 0.43, -0.33], [-0.35, 0.31, 0.50], [0.10, 0.03, 0.07], [-0.16, 0.01, 0.02], [0.02, 0.15, 0.09], [0.02, 0.40, 0.15], [-0.16, 0.01, 0.18], [-0.12, -0.12, 0.03], [0.03, -0.16, -0.12], [0.09, 0.18, -0.01], [0.09, -0.11, 0.05], [0.11, 0.14, -0.05], [-0.10, 0.11, -0.06], [-0.12, -0.04, -0.02], [-0.05, -0.09, 0.17], [-0.17, -0.03, -0.14], [-0.01, -0.13, 0.04], [0.09, -0.03, 0.11], [0.06, 0.06, 0.00], [-0.10, 0.14, -0.04], [-0.09, -0.16, 0.08], [0.10, -0.04, -0.17], [0.07, 0.13, -0.03], [-0.07, 0.17, 0.09], [-0.22, -0.07, 0.34], [0.17, -0.88, -0.67], [-0.30, 3.26, 3.28], [4.66, -1.14, -1.08]]
}

Number 2 is which compound? C36H37NOsP2S